Here is a 2-piece molecular cluster, C4H10N overall in a non-equilibrium geometry from OMol25. Energies are from ωB97M-V/def2-TZVPD.

## Properties
maximum force	1.05	eV/A
energy	-5791.364	eV
LUMO level	-0.227	Eh
HOMO energy	-12.06	eV
frontier orbital gap	5.874	eV
net charge	+1
energy relative to the best compared isomer or geometry (same formula, charge and spin)	57.51	kcal/mol

Last column: Löwdin charge in e.
Geometry (Å):
C: 1.71771 -0.38736 -2.75019  0.189
N: 2.82429 -0.98524 -2.55973  0.205
H: 1.72708 0.61330 -3.16638  0.134
H: 0.82204 -0.99485 -2.67123  0.136
H: 2.85079 -1.93326 -2.18982  0.164
H: 3.72471 -0.67421 -2.92018  0.169
C: -1.60368 0.47525 3.13226  -0.107
C: -1.99269 0.26265 1.70121  -0.241
C: -1.38399 0.69491 0.60364  -0.044
H: -2.11965 -0.25493 3.74865  0.069
H: -1.74981 1.49499 3.48676  0.080
H: -0.54056 0.27065 3.29065  0.074
H: -2.77745 -0.46156 1.54821  0.087
H: -1.79023 0.45958 -0.36921  0.036
H: -0.49332 1.31099 0.67355  0.048

=====

Here is a 2-piece molecular cluster, C4H10N overall in a non-equilibrium geometry from OMol25. Energies are from ωB97M-V/def2-TZVPD.

## Properties
maximum force	5.93	eV/A
energy	-5788.766	eV
LUMO level (alpha / beta)	-0.146 / -0.266	Eh
HOMO energy (alpha / beta)	-14.84 / -12.84	eV
frontier orbital gap (alpha / beta)	10.865 / 5.599	eV
net charge	+1
energy relative to the best compared isomer or geometry (same formula, charge and spin)	117.42	kcal/mol

Last column: Löwdin charge in e.
Geometry (Å):
C: -1.91410 -1.11038 -0.27123  0.175
C: -1.19654 -0.09183 0.28965  -0.156
C: 0.28730 1.77667 0.14252  -0.079
C: 2.03144 -1.41190 -0.01283  0.113
N: -0.16976 0.53894 -0.17305  -0.034
H: -2.88389 -1.28718 0.14724  0.084
H: -1.91309 -1.59454 -1.23655  0.096
H: -1.54700 0.26187 1.32604  0.184
H: 0.30033 1.96673 1.27692  0.145
H: 1.25397 2.02969 -0.32256  0.120
H: -0.47597 2.55773 -0.14495  0.139
H: 1.48905 -2.01019 0.70387  0.005
H: 1.92658 -1.33075 -1.05693  -0.021
H: 2.64667 -0.63042 0.50357  0.023
H: 0.16500 0.33554 -1.17173  0.207

=====

Here is a 2-piece molecular cluster, C4H10N overall in a non-equilibrium geometry from OMol25. Energies are from ωB97M-V/def2-TZVPD.

## Properties
maximum force	1.47	eV/A
energy	-5791.740	eV
LUMO level	-0.207	Eh
HOMO energy	-13.56	eV
frontier orbital gap	7.942	eV
net charge	+1
energy relative to the best compared isomer or geometry (same formula, charge and spin)	48.85	kcal/mol

Last column: Löwdin charge in e.
Geometry (Å):
C: 1.34015 -0.86268 -2.67046  0.170
N: 0.78755 0.11114 -2.08478  0.201
H: 1.70772 -1.70070 -2.10035  0.127
H: 1.48783 -0.84249 -3.74473  0.130
H: 0.38531 0.86378 -2.63642  0.163
H: 0.39429 0.08494 -1.11974  0.094
C: -0.16933 0.78285 2.42105  -0.100
C: -1.23629 0.28995 1.50717  -0.193
C: -1.00232 -0.44247 0.42811  -0.065
H: -0.21504 0.30285 3.39193  0.085
H: 0.87192 0.72955 2.08032  0.081
H: -0.33205 1.82253 2.68294  0.079
H: -2.24003 0.61237 1.77704  0.114
H: -1.76026 -0.85815 -0.23246  0.067
H: -0.01946 -0.89347 0.30038  0.049

=====

Here is a 2-piece molecular cluster, C4H10N overall in a non-equilibrium geometry from OMol25. Energies are from ωB97M-V/def2-TZVPD.

## Properties
maximum force	4.07	eV/A
energy	-5787.274	eV
LUMO level (alpha / beta)	-0.176 / -0.286	Eh
HOMO energy (alpha / beta)	-15.97 / -13.14	eV
frontier orbital gap (alpha / beta)	11.186 / 5.361	eV
net charge	+1
energy relative to the best compared isomer or geometry (same formula, charge and spin)	151.83	kcal/mol

Last column: Löwdin charge in e.
Geometry (Å):
C: 1.21060 -0.76451 -0.73261  -0.032
C: 1.67450 0.58273 -0.27601  -0.003
C: 0.16800 -0.48873 1.58640  0.022
C: -2.46465 0.70348 -0.93867  0.251
N: 0.45674 -0.02324 0.25699  -0.054
H: 0.78561 -0.98878 -1.64074  0.101
H: 1.54474 -1.73468 -0.36670  0.138
H: 2.35496 0.81760 0.52175  0.128
H: 1.42147 1.52786 -0.79883  0.149
H: -0.82733 -0.77222 1.46126  0.086
H: 1.01471 -1.18957 1.77629  0.147
H: 0.10135 0.32122 2.18561  0.071
H: -2.95768 1.32358 -0.30788  -0.016
H: -2.41694 0.90164 -2.03703  0.052
H: -2.06607 -0.21639 -0.68984  -0.040

=====

Here is an isolated ion of composition C4H10N and charge +1 in a non-equilibrium geometry from OMol25. Energies are from ωB97M-V/def2-TZVPD.

## Properties
maximum force	4.62	eV/A
energy	-5792.609	eV
LUMO level	-0.163	Eh
HOMO energy	-16.67	eV
SMILES string	CC=[N+](C)C
frontier orbital gap	12.238	eV
net charge	+1
energy relative to the best compared isomer or geometry (same formula, charge and spin)	28.81	kcal/mol

Last column: Löwdin charge in e.
Geometry (Å):
C: 2.06937 -0.21170 0.14359  0.002
C: 0.65857 -0.67970 0.11373  -0.033
N: -0.42535 -0.00741 0.00209  -0.148
C: -1.68274 -0.83977 -0.10413  0.061
C: -0.63109 1.41287 -0.15879  0.019
H: 2.34995 0.48821 -0.63479  0.103
H: 2.25148 0.14279 1.12277  0.094
H: 2.76478 -1.03255 -0.05695  0.103
H: 0.37626 -1.76252 0.31738  0.176
H: -2.07319 -0.89273 0.93501  0.141
H: -1.31840 -1.64763 -0.57331  0.055
H: -2.33720 -0.26960 -0.69981  0.094
H: -1.52920 1.60897 0.34715  0.091
H: -0.60104 1.76053 -1.18796  0.127
H: 0.12781 1.93027 0.43401  0.115

=====

Here is a 2-piece molecular cluster, C4H10N overall in a non-equilibrium geometry from OMol25. Energies are from ωB97M-V/def2-TZVPD.

## Properties
maximum force	2.41	eV/A
energy	-5790.990	eV
LUMO level	-0.232	Eh
HOMO energy	-12.34	eV
frontier orbital gap	6.019	eV
net charge	+1
energy relative to the best compared isomer or geometry (same formula, charge and spin)	66.14	kcal/mol

Last column: Löwdin charge in e.
Geometry (Å):
C: 0.24703 -2.77575 -1.13400  0.190
N: 0.69538 -3.27986 -0.05156  0.203
H: 0.57573 -3.08413 -2.12068  0.134
H: -0.21236 -1.79312 -0.99536  0.131
H: 1.53523 -3.85518 0.04972  0.173
H: 0.33095 -2.97064 0.84565  0.160
C: 0.71902 2.25349 0.74662  -0.114
C: -0.55890 1.53819 0.46384  -0.285
C: -1.64382 1.89416 -0.23469  -0.009
H: 1.09646 1.93674 1.71454  0.070
H: 0.56999 3.32042 0.57756  0.082
H: 1.52635 1.95989 0.05420  0.075
H: -0.80916 0.71499 1.15447  0.078
H: -2.52561 1.28444 -0.33084  0.048
H: -1.54630 2.85636 -0.73948  0.064

=====

Here is a 2-piece molecular cluster, C4H10N overall in a non-equilibrium geometry from OMol25. Energies are from ωB97M-V/def2-TZVPD.

## Properties
maximum force	2.40	eV/A
energy	-5779.119	eV
LUMO level (alpha / beta)	-0.329 / -0.442	Eh
spin multiplicity	2
HOMO energy (alpha / beta)	-19.93 / -21.31	eV
frontier orbital gap (alpha / beta)	10.990 / 9.282	eV
net charge	+2
energy relative to the best compared isomer or geometry (same formula, charge and spin)	0.00	kcal/mol

Last column: Löwdin spin population.
Geometry (Å):
C: 2.29863 0.54044 -1.92760  0.000
N: 3.10509 -0.39120 -1.63760  0.000
H: 2.55072 1.51636 -1.54711  0.000
H: 1.42338 0.55080 -2.56571  0.000
H: 3.09973 -1.35289 -1.96203  0.000
H: 3.97991 -0.18854 -1.15422  0.000
C: -2.56341 0.74692 1.45810  0.092
C: -1.94968 -0.51133 1.16917  0.289
C: -0.62859 -0.87022 0.93531  0.504
H: -3.46778 0.58373 2.06968  0.024
H: -1.87905 1.51281 1.81626  0.002
H: -3.15819 1.13856 0.61850  0.042
H: -2.69937 -1.30290 1.09337  0.006
H: -0.26817 -1.85727 0.68930  0.020
H: 0.15678 -0.11526 0.94458  0.020

=====

Here is a 2-piece molecular cluster, C4H10N2 overall in a non-equilibrium geometry from OMol25. Energies are from ωB97M-V/def2-TZVPD.

## Properties
maximum force	3.22	eV/A
energy	-7288.611	eV
LUMO level	0.032	Eh
HOMO energy	-9.10	eV
SMILES string	[H]/N=C\NC.C=C
frontier orbital gap	9.972	eV
energy relative to the best compared isomer or geometry (same formula, charge and spin)	46.33	kcal/mol

Last column: Löwdin charge in e.
Geometry (Å):
H: 1.18738 1.66766 -0.34396  0.022
N: 1.01628 1.21196 -1.23921  0.081
C: 1.05779 -0.05961 -1.12410  -0.347
N: 1.14169 -0.81205 0.05479  -0.120
C: 1.51823 -0.25700 1.33791  -0.105
H: 0.84716 -0.69680 -1.99486  0.115
H: 1.28187 -1.81259 -0.05192  0.122
H: 2.16938 0.61668 1.25850  0.078
H: 0.60705 0.03333 1.86796  0.078
H: 2.05050 -1.00653 1.92924  0.084
C: -1.97079 -0.44539 -0.38364  -0.098
C: -2.38312 0.80189 -0.13959  -0.090
H: -0.92950 -0.87000 0.02361  0.063
H: -2.51995 -1.05190 -1.10194  0.038
H: -1.82549 1.44293 0.53862  0.037
H: -3.24848 1.23742 -0.63143  0.042

=====

Here is a 2-piece molecular cluster, C4H10N2 overall in a non-equilibrium geometry from OMol25. Energies are from ωB97M-V/def2-TZVPD.

## Properties
maximum force	1.72	eV/A
energy	-7288.559	eV
LUMO level	0.036	Eh
HOMO energy	-8.17	eV
SMILES string	C=CN.C=CN
frontier orbital gap	9.161	eV
energy relative to the best compared isomer or geometry (same formula, charge and spin)	47.51	kcal/mol

Last column: Löwdin charge in e.
Geometry (Å):
C: -0.08896 -2.54740 1.36521  -0.040
C: -0.59982 -2.50780 0.12868  -0.308
N: -1.89662 -2.91917 -0.21436  0.031
H: -0.52106 -2.99594 2.24708  0.040
H: 0.80053 -1.94362 1.50725  0.037
H: 0.04942 -2.18599 -0.67279  0.092
H: -2.29162 -3.41471 0.55101  0.068
H: -1.98183 -3.27806 -1.15521  0.077
C: 1.95505 3.31744 -0.20483  -0.047
C: 0.64980 3.06350 -0.25740  -0.301
N: 0.13557 1.80729 -0.59401  0.024
H: 2.64498 2.47205 -0.26543  0.044
H: 2.51656 4.23250 -0.31363  0.036
H: -0.09764 3.83962 -0.16379  0.095
H: 0.75766 1.30707 -1.21103  0.079
H: -0.83203 1.73850 -0.83397  0.070

=====

Here is a 2-piece molecular cluster, C4H10N2 overall in a non-equilibrium geometry from OMol25. Energies are from ωB97M-V/def2-TZVPD.

## Properties
maximum force	1.75	eV/A
energy	-7289.386	eV
LUMO level	0.037	Eh
HOMO energy	-9.10	eV
SMILES string	[H]/N=C\N.C=CC
frontier orbital gap	10.095	eV
energy relative to the best compared isomer or geometry (same formula, charge and spin)	28.46	kcal/mol

Last column: Löwdin charge in e.
Geometry (Å):
H: 0.54828 0.14135 -3.49301  0.027
N: 1.24425 -0.26323 -2.86875  0.048
C: 0.76430 -0.75116 -1.80900  -0.425
N: -0.53809 -0.80059 -1.40116  0.068
H: 1.45533 -1.20808 -1.11000  0.103
H: -0.75505 -1.02463 -0.40289  0.059
H: -1.22258 -0.30924 -1.95599  0.090
C: -0.39489 -0.86046 1.76637  -0.046
C: 0.32283 0.22301 1.47699  -0.256
C: -0.25591 1.56048 1.16369  -0.108
H: 0.07336 -1.78330 2.06661  0.056
H: -1.46670 -0.80582 1.89864  0.064
H: 1.39993 0.15517 1.40295  0.098
H: 0.07690 1.89718 0.18328  0.072
H: -1.34338 1.53745 1.18641  0.074
H: 0.09142 2.29187 1.89587  0.076

=====

Here is one molecule with the formula C4H10N2 in a non-equilibrium geometry from OMol25. Energies are from ωB97M-V/def2-TZVPD.

## Properties
maximum force	3.26	eV/A
energy	-7288.403	eV
LUMO level	0.036	Eh
HOMO energy	-9.17	eV
SMILES string	C=C(N)CCN
frontier orbital gap	10.158	eV
energy relative to the best compared isomer or geometry (same formula, charge and spin)	51.10	kcal/mol

Last column: Löwdin charge in e.
Geometry (Å):
C: -1.41444 -1.28685 -0.33399  0.013
C: -0.85744 -0.10584 0.04647  -0.404
N: -1.27900 1.19424 -0.63711  0.037
C: 0.11878 0.10694 1.18535  -0.188
C: 1.45378 0.55653 0.55576  -0.264
N: 1.92830 -0.12015 -0.69237  -0.016
H: -2.12157 -1.23453 -1.17578  0.053
H: -1.49386 -2.06057 0.49708  0.079
H: -2.27695 1.04005 -0.99164  0.089
H: -0.84116 1.02713 -1.53939  0.046
H: -0.20411 0.82148 1.91007  0.097
H: 0.19567 -0.88509 1.71833  0.119
H: 1.25359 1.69324 0.37894  0.140
H: 2.14025 0.27342 1.28167  0.071
H: 1.46634 0.07964 -1.64134  0.095
H: 1.93183 -1.09964 -0.56203  0.036

=====

Here is a 2-piece molecular cluster, C4H10N2 overall in a non-equilibrium geometry from OMol25. Energies are from ωB97M-V/def2-TZVPD.

## Properties
maximum force	2.47	eV/A
energy	-7287.611	eV
LUMO level	0.037	Eh
HOMO energy	-9.38	eV
SMILES string	C=NC.C=NC
frontier orbital gap	10.396	eV
energy relative to the best compared isomer or geometry (same formula, charge and spin)	69.37	kcal/mol

Last column: Löwdin charge in e.
Geometry (Å):
C: 0.81263 0.90317 1.68037  -0.109
N: 0.96499 -0.29360 2.08647  -0.084
C: 1.67019 -1.16681 1.17171  -0.154
H: -0.18154 1.32688 1.95892  0.069
H: 1.22454 1.42831 0.80518  0.071
H: 1.78898 -2.14562 1.60079  0.061
H: 2.65183 -0.77119 0.87794  0.081
H: 1.10504 -1.21005 0.23904  0.049
C: -1.71905 1.25487 -1.36148  -0.097
N: -0.73317 0.53829 -1.70054  -0.073
C: -0.98318 -0.90508 -1.63648  -0.160
H: -1.63830 2.32691 -1.41010  0.054
H: -2.75371 0.96435 -1.13517  0.079
H: -0.07101 -1.39716 -1.96262  0.061
H: -1.73769 -1.27746 -2.33362  0.073
H: -1.34807 -1.14831 -0.63359  0.078

=====

> Which formula does entry 12 have?

C4H10N2